(1)
{
  "formula": "C4H7N2O4",
  "method": "the ωB97M-V functional and the def2-TZVPD basis",
  "symbols": ["N", "C", "O", "N", "C", "O", "O", "H", "H", "C", "C", "O", "H", "H", "H", "H", "H"],
  "coordinates": [[0.940, -2.276, 1.796], [0.520, -1.067, 1.486], [0.018, 0.327, 1.658], [-1.255, 0.335, 2.091], [-2.131, -0.663, 1.367], [-2.420, -0.599, 0.040], [-2.711, -1.758, 2.215], [-1.334, 0.212, 3.125], [-1.937, -2.282, 2.593], [1.526, 1.670, -1.981], [1.045, 0.214, -2.111], [1.987, -0.552, -1.587], [2.464, 1.842, -2.524], [0.775, 2.348, -2.404], [1.675, 1.961, -0.934], [0.798, 0.086, -3.177], [0.043, 0.200, -1.654]],
  "lowdin_charge": [0.11, -0.10, -0.08, -0.02, -0.27, 0.02, -0.02, 0.14, 0.11, -0.17, -0.63, -0.34, 0.05, 0.03, 0.04, 0.06, 0.06],
  "charge": -1,
  "homo_energy_ev": -2.337,
  "multiplicity": 1,
  "lumo_energy_ha": 0.078
}

(2)
{
  "formula": "C5HCl3Cu2F12NaO12S4",
  "method": "the ωB97M-V functional and the def2-TZVPD basis",
  "symbols": ["Na", "Cu", "Cu", "C", "F", "F", "F", "S", "O", "O", "O", "C", "F", "F", "F", "S", "O", "O", "O", "C", "F", "F", "F", "S", "O", "O", "O", "C", "F", "F", "F", "S", "O", "O", "O", "C", "Cl", "Cl", "Cl", "H"],
  "coordinates": [[-3.152, 24.458, 22.570], [0.952, 28.612, 21.281], [1.876, 22.970, 21.165], [-1.937, 20.249, 19.841], [-2.786, 21.304, 19.654], [-1.737, 20.057, 21.144], [-2.387, 19.115, 19.349], [-0.111, 20.778, 19.125], [-0.255, 21.423, 17.839], [0.451, 21.721, 20.101], [0.699, 19.573, 18.976], [4.877, 26.583, 22.458], [4.999, 27.885, 22.227], [5.436, 25.912, 21.464], [5.371, 26.260, 23.641], [3.037, 25.949, 22.497], [2.320, 26.932, 21.653], [3.014, 24.595, 21.932], [2.558, 25.990, 23.881], [-2.409, 28.497, 24.968], [-1.637, 29.429, 25.528], [-2.838, 27.641, 25.875], [-3.428, 29.103, 24.440], [-1.377, 27.510, 23.647], [-2.419, 26.651, 23.059], [-0.744, 28.455, 22.694], [-0.314, 26.769, 24.331], [-0.989, 25.264, 18.380], [-1.259, 24.033, 18.206], [0.027, 25.659, 17.570], [-2.081, 26.014, 18.209], [-0.404, 25.532, 20.248], [0.734, 24.628, 20.423], [-0.108, 26.971, 20.369], [-1.471, 25.049, 21.092], [-4.037, 28.855, 19.815], [-2.643, 29.322, 18.783], [-3.908, 27.129, 20.218], [-5.540, 29.260, 18.995], [-4.016, 29.297, 20.808]],
  "lowdin_charge": [0.71, 0.89, 0.58, -0.55, 0.13, 0.14, 0.20, 0.62, -0.10, -0.23, -0.10, -0.63, 0.17, 0.16, 0.17, 0.64, -0.31, -0.30, -0.24, -0.67, 0.15, 0.17, 0.18, 0.61, -0.36, -0.31, -0.25, -0.63, 0.20, 0.14, 0.09, 0.59, -0.34, -0.35, -0.36, -1.48, 0.53, 0.58, 0.57, 0.02],
  "charge": 1,
  "homo_energy_ev": [-13.114, -12.729],
  "multiplicity": 3,
  "lumo_energy_ha": [-0.169, -0.308]
}

(3)
{
  "formula": "C4H12",
  "method": "the ωB97M-V functional and the def2-TZVPD basis",
  "symbols": ["C", "C", "H", "H", "H", "H", "H", "H", "C", "C", "H", "H", "H", "H", "H", "H"],
  "coordinates": [[-1.934, 0.856, -0.977], [-1.638, -0.563, -0.735], [-2.655, 1.288, -0.228], [-1.118, 1.576, -0.698], [-2.161, 1.370, -1.926], [-2.407, -1.138, -1.135], [-1.529, -0.917, 0.312], [-0.647, -0.903, -1.162], [1.113, -0.523, 0.964], [2.472, 0.085, 0.807], [1.032, -1.592, 1.317], [0.519, 0.230, 1.539], [0.655, -0.664, -0.016], [2.425, 0.720, -0.124], [3.125, -0.687, 0.496], [2.747, 0.861, 1.563]],
  "lowdin_charge": [-0.12, -0.12, 0.13, 0.11, 0.10, 0.08, 0.09, 0.12, -0.08, -0.05, 0.15, 0.12, 0.08, 0.16, 0.09, 0.14],
  "charge": 1,
  "homo_energy_ev": [-16.550, -15.494],
  "multiplicity": 2,
  "lumo_energy_ha": [-0.112, -0.407]
}

(4)
{
  "formula": "H3N3",
  "method": "the ωB97M-V functional and the def2-TZVPD basis",
  "symbols": ["N", "N", "N", "H", "H", "H"],
  "coordinates": [[0.052, -0.834, -0.034], [0.423, 0.394, -0.684], [-0.702, 0.456, 0.058], [-0.503, -1.551, -0.674], [1.327, 0.567, -0.289], [-0.596, 0.969, 1.623]],
  "lowdin_charge": [-0.11, -0.16, -0.13, 0.12, 0.09, 0.19],
  "homo_energy_ev": -9.482,
  "multiplicity": 1,
  "lumo_energy_ha": -0.002
}

(5)
{
  "formula": "C23H22O8",
  "method": "the ωB97M-V functional and the def2-TZVPD basis",
  "symbols": ["C", "H", "H", "H", "O", "C", "O", "C", "C", "C", "C", "C", "C", "C", "C", "C", "O", "C", "O", "H", "O", "C", "H", "C", "O", "C", "C", "C", "C", "C", "C", "H", "O", "C", "H", "H", "H", "O", "C", "H", "H", "H", "H", "H", "H", "H", "H", "C", "H", "H", "H", "H", "H"],
  "coordinates": [[-6.026, -0.490, -2.071], [-5.465, -1.157, -2.729], [-7.078, -0.760, -2.058], [-5.898, 0.537, -2.419], [-5.566, -0.617, -0.732], [-4.269, -0.375, -0.523], [-3.494, -0.096, -1.401], [-3.930, -0.491, 0.946], [-2.452, -0.628, 1.169], [-1.702, -1.650, 0.680], [-0.274, -1.613, 0.871], [0.622, -2.527, 0.305], [1.982, -2.368, 0.425], [2.504, -1.293, 1.152], [1.636, -0.425, 1.801], [0.267, -0.559, 1.627], [-0.512, 0.407, 2.163], [-1.850, 0.467, 1.923], [-2.462, 1.414, 2.360], [2.025, 0.401, 2.372], [3.828, -1.002, 1.233], [4.638, -1.342, 0.126], [5.560, -0.766, 0.255], [4.035, -1.004, -1.248], [4.366, -1.643, -2.220], [3.000, 0.043, -1.262], [1.876, -0.155, -2.059], [0.795, 0.696, -1.962], [0.802, 1.784, -1.092], [1.955, 2.017, -0.306], [3.031, 1.148, -0.414], [3.893, 1.357, 0.198], [2.138, 3.036, 0.574], [1.033, 3.697, 1.161], [0.303, 2.989, 1.557], [1.456, 4.276, 1.982], [0.542, 4.370, 0.457], [-0.239, 2.644, -0.965], [-1.414, 2.429, -1.716], [-2.094, 3.223, -1.412], [-1.871, 1.461, -1.497], [-1.219, 2.510, -2.790], [-0.075, 0.507, -2.569], [1.846, -1.003, -2.726], [4.906, -2.407, 0.127], [2.642, -3.065, -0.067], [0.245, -3.355, -0.273], [-2.299, -2.794, -0.075], [-3.380, -2.815, 0.023], [-1.897, -3.737, 0.288], [-2.054, -2.699, -1.133], [-4.502, -1.313, 1.381], [-4.253, 0.434, 1.435]],
  "lowdin_charge": [-0.04, 0.10, 0.09, 0.10, -0.03, -0.49, 0.11, -0.02, -0.08, -0.13, -0.10, 0.00, 0.00, -0.27, 0.09, -0.17, 0.14, -0.40, 0.11, 0.15, -0.03, -0.09, 0.14, -0.35, 0.11, -0.17, -0.01, 0.01, -0.19, -0.19, 0.05, 0.14, -0.06, -0.06, 0.09, 0.10, 0.09, -0.09, -0.06, 0.10, 0.07, 0.10, 0.11, 0.12, 0.14, 0.12, 0.11, -0.01, 0.08, 0.09, 0.11, 0.14, 0.14],
  "smiles": "COC(=O)Cc1c(C)c2ccc(OCC(=O)c3ccc(OC)c(OC)c3)cc2oc1=O",
  "homo_energy_ev": -8.073,
  "multiplicity": 1,
  "lumo_energy_ha": -0.002
}

(6)
{
  "formula": "C3H3CsNaO3",
  "method": "the ωB97M-V functional and the def2-TZVPD basis",
  "symbols": ["C", "C", "H", "H", "H", "C", "O", "O", "Na", "O", "Cs"],
  "coordinates": [[-2.759, 1.846, 1.437], [-3.873, 2.450, 1.315], [-3.142, 3.347, 1.118], [-1.682, 2.042, 1.318], [-4.921, 2.231, 1.513], [-2.055, -0.476, 3.018], [-2.078, 0.113, 4.106], [-1.134, -1.361, 2.875], [-1.076, 0.144, 6.099], [-2.709, -0.147, 1.957], [-4.467, -2.777, -0.706]],
  "lowdin_charge": [0.14, 0.11, 0.17, 0.14, 0.12, -0.81, 0.02, 0.26, 0.88, -0.01, 0.97],
  "charge": 2,
  "homo_energy_ev": [-17.326, -17.541],
  "multiplicity": 2,
  "lumo_energy_ha": [-0.241, -0.319]
}

(7)
{
  "formula": "C9H14NO2",
  "method": "the ωB97M-V functional and the def2-TZVPD basis",
  "symbols": ["C", "C", "C", "C", "C", "C", "C", "C", "C", "N", "O", "O", "H", "H", "H", "H", "H", "H", "H", "H", "H", "H", "H", "H", "H", "H"],
  "coordinates": [[-2.537, -1.315, 1.071], [-0.333, 2.190, -2.399], [-2.307, -0.972, -0.060], [0.164, 1.459, -1.580], [-3.044, -1.646, 2.389], [-0.633, 3.371, -3.174], [3.612, -0.727, 1.050], [2.268, -1.377, 0.577], [0.406, 0.277, 0.306], [1.044, -0.652, 0.958], [-1.805, -0.484, -1.214], [0.693, 0.451, -0.936], [-4.179, -2.028, 2.341], [-2.678, -2.460, 3.001], [-2.948, -0.750, 2.928], [-1.446, 4.088, -2.743], [0.286, 3.992, -3.346], [-0.933, 2.943, -4.117], [3.806, 0.005, 0.351], [3.336, -0.213, 1.987], [4.382, -1.314, 1.369], [2.301, -2.448, 0.992], [2.431, -1.679, -0.504], [-0.487, 0.768, 0.692], [-2.365, -0.588, -1.927], [0.967, -0.893, 1.989]],
  "lowdin_charge": [-0.09, -0.03, -0.13, -0.08, -0.11, -0.09, -0.04, -0.19, -0.08, 0.13, 0.06, 0.11, 0.14, 0.07, 0.05, 0.13, 0.11, 0.07, 0.05, 0.09, 0.05, 0.15, 0.14, 0.18, 0.09, 0.21],
  "charge": 1,
  "homo_energy_ev": -12.551,
  "multiplicity": 1,
  "lumo_energy_ha": -0.145
}

(8)
{
  "formula": "C25H19OPRuS4Sb",
  "method": "the ωB97M-V functional and the def2-TZVPD basis",
  "symbols": ["Ru", "O", "C", "C", "C", "C", "C", "C", "C", "P", "C", "C", "C", "C", "C", "C", "C", "C", "C", "C", "C", "C", "H", "H", "H", "H", "H", "H", "H", "H", "H", "H", "H", "H", "H", "H", "S", "Sb", "S", "S", "S", "C", "C", "C", "C", "C", "C", "H", "H", "H", "H", "H"],
  "coordinates": [[0.484, 0.038, 0.402], [0.189, -2.553, 1.349], [0.423, -2.014, 0.295], [0.689, -2.765, -0.967], [0.474, -4.138, -1.042], [0.771, -4.812, -2.214], [1.297, -4.123, -3.301], [1.505, -2.753, -3.233], [1.194, -2.071, -2.064], [1.393, -0.282, -1.782], [3.176, -0.064, -1.484], [4.022, -1.113, -1.150], [5.335, -0.847, -0.789], [5.796, 0.460, -0.748], [4.949, 1.511, -1.077], [3.642, 1.252, -1.448], [1.201, 0.432, -3.443], [2.267, 0.454, -4.340], [2.074, 0.936, -5.625], [0.826, 1.404, -6.013], [-0.235, 1.384, -5.121], [-0.050, 0.900, -3.835], [0.069, -4.655, -0.181], [0.592, -5.877, -2.279], [1.543, -4.665, -4.205], [1.901, -2.215, -4.084], [3.642, -2.127, -1.137], [5.993, -1.663, -0.521], [6.816, 0.662, -0.447], [5.307, 2.532, -1.029], [2.959, 2.057, -1.695], [3.241, 0.099, -4.028], [2.900, 0.948, -6.324], [0.682, 1.787, -7.015], [-1.206, 1.751, -5.429], [-0.868, 0.886, -3.123], [1.000, 2.760, 3.889], [2.201, 2.532, 1.951], [0.384, 2.374, 0.261], [2.382, 0.059, 1.788], [-1.877, 0.029, 1.047], [-2.034, -0.104, 2.771], [-0.966, -0.398, 3.630], [-1.160, -0.413, 4.998], [-2.416, -0.149, 5.526], [-3.494, 0.096, 4.681], [-3.312, 0.117, 3.315], [0.006, -0.623, 3.228], [-0.323, -0.620, 5.651], [-2.554, -0.132, 6.600], [-4.478, 0.275, 5.093], [-4.139, 0.311, 2.645]],
  "lowdin_charge": [0.32, -0.01, -0.52, -0.22, -0.01, -0.06, -0.06, -0.06, -0.31, 0.99, -0.42, -0.10, -0.08, -0.08, -0.08, -0.15, -0.35, -0.09, -0.07, -0.08, -0.08, -0.08, 0.12, 0.11, 0.11, 0.10, 0.11, 0.11, 0.10, 0.11, 0.10, 0.11, 0.11, 0.11, 0.11, 0.10, -0.12, 0.27, -0.17, -0.02, 0.75, -0.62, -0.12, -0.07, -0.06, -0.08, -0.12, 0.04, 0.11, 0.11, 0.11, 0.10],
  "homo_energy_ev": [-7.476, -7.404],
  "multiplicity": 6,
  "lumo_energy_ha": [0.004, -0.093]
}

Which E_tot belongs to each record? In order, -15424.265 -236973.033 -4330.273 -4512.357 -40587.433 -14248.613 -15131.656 -90029.920 eV.
Which maximum force belongs to each record? In order, 0.2292 0.0765 0.0677 0.0912 0.0180 0.0442 0.1015 0.0220 Eh/bohr.